(i)
This record from OMol25 describes a molecular structure, CH4IN3. The level of theory is ωB97M-V with the def2-TZVPD basis set.

## Properties
LUMO (spin up / spin down) = 0.726 / -3.002 eV
HOMO-LUMO gap (spin up / spin down) = 7.55 / 6.47 eV
Multiplicity = 3

Atoms and positions in Å:
C -0.3883 0.1338 0.6409
N 0.6840 0.2326 -0.2901
N 0.7920 -0.6480 -1.1859
N 1.5907 -0.3076 -2.1032
I 2.7848 -1.6649 -3.1774
H -1.0883 0.9914 0.6868
H 0.0942 -0.0944 1.6172
H -0.9789 -0.7831 0.2913
H 2.3357 0.5768 -1.5372

(ii)
This record from OMol25 describes a single CH4IN3 molecule. The level of theory is ωB97M-V with the def2-TZVPD basis set.

## Properties
LUMO (spin up / spin down) = -0.259 / -0.326 eV
HOMO-LUMO gap (spin up / spin down) = 7.32 / 7.93 eV
Multiplicity = 3

Atoms and positions in Å:
C 0.5581 -0.1738 -0.9767
N 0.4204 0.2908 1.3145
N -2.0742 0.2014 1.6575
N 0.4803 -0.5622 0.3776
I -1.0738 1.7494 1.2190
H 1.3727 -0.5405 -1.7239
H -0.4500 -0.4160 -1.4091
H 0.6107 1.0058 -0.9391
H 0.1557 -1.5549 0.4802

Which is most stable? The ranking, best first, is (i), (ii).

(i)
This record from OMol25 describes a single CH2NOP molecule. The level of theory is ωB97M-V with the def2-TZVPD basis set.

## Properties
LUMO = 0.417 eV
HOMO-LUMO gap = 10.04 eV
Multiplicity = 1
SMILES string = O=C=NP

Atoms and positions in Å:
C -0.4397 0.9902 2.7868
N -0.5899 0.4710 1.6172
O -0.5369 1.4755 3.8491
P 0.6315 -0.1689 0.6067
H -0.4856 -0.3984 -0.3133
H 1.0353 1.0761 -0.1616

(ii)
This record from OMol25 describes a molecular structure, CH2NOP. The level of theory is ωB97M-V with the def2-TZVPD basis set.

## Properties
LUMO = 0.051 eV
HOMO-LUMO gap = 10.23 eV
Multiplicity = 1

Atoms and positions in Å:
C -1.5290 -3.0648 1.3758
N -1.6855 -1.8879 1.3436
O 0.2108 -1.8217 -0.0499
P -0.7181 -0.8571 0.8372
H -0.4616 0.2859 1.7125
H -1.7089 -0.5355 -0.2493

Which is most stable? The ranking, best first, is (i), (ii).

(i)
This record from OMol25 describes a gas-phase ion, C3H11N2S2 (charge +1). The level of theory is ωB97M-V with the def2-TZVPD basis set.

## Properties
Net charge = +1
LUMO = -3.343 eV
HOMO-LUMO gap = 10.39 eV
Multiplicity = 1
SMILES string = CC[C@@](N)([NH3+])SS

Atoms and positions in Å:
C 1.8516 -0.7061 1.0541
C 0.5281 0.0181 1.2207
C -0.4537 0.1138 -0.0554
N -1.5993 0.8622 0.0146
N 0.3635 0.8407 -1.2011
S -1.7586 -1.3712 -2.3580
S -0.7426 -1.6575 -0.5622
H 2.5761 -0.2725 0.3969
H 2.2322 -0.5452 2.0697
H 1.8256 -1.8483 0.9108
H 0.8717 1.0408 1.5285
H 0.0098 -0.4708 2.0262
H -1.6268 1.8843 0.2778
H -2.4367 0.4086 0.5128
H 1.3083 0.3854 -1.1854
H -0.2873 0.3217 -1.8833
H 0.3295 1.8830 -0.9326
H -2.9913 -0.8873 -1.8340

(ii)
This record from OMol25 describes a gas-phase ion, C3H11N2S2 (charge +1). The level of theory is ωB97M-V with the def2-TZVPD basis set.

## Properties
Net charge = +1
LUMO = -3.308 eV
HOMO-LUMO gap = 9.29 eV
Multiplicity = 1
SMILES string = NC[C@H]([NH3+])CSS

Atoms and positions in Å:
S 1.5105 3.2572 -0.9896
S 2.1551 1.7661 0.2467
C 0.5946 1.0298 0.8444
C -0.0953 0.0640 -0.0756
C -1.3415 -0.5607 0.5926
N -1.6195 -1.8885 0.0132
N 0.8394 -1.0506 -0.4812
H 2.0319 2.7678 -2.1212
H -0.0722 1.8823 1.0094
H 0.8271 0.6759 1.8516
H -0.3923 0.5770 -0.9804
H -2.1690 0.1346 0.4799
H -1.1402 -0.6378 1.6643
H -2.0274 -1.7255 -0.9007
H -2.2466 -2.3959 0.6196
H 0.2685 -1.8313 -0.8335
H 1.4316 -1.3384 0.2959
H 1.4452 -0.7260 -1.2352

Which is most stable? The ranking, best first, is (ii), (i).

(i)
This record from OMol25 describes a molecular structure, C10H14N2. The level of theory is ωB97M-V with the def2-TZVPD basis set.

## Properties
LUMO = -0.048 eV
HOMO-LUMO gap = 8.03 eV
Multiplicity = 1

Atoms and positions in Å:
C 0.6120 2.7429 -0.3229
C 1.0281 1.3044 -0.1701
C 2.3063 0.7365 -0.1981
C 2.4867 -0.7207 -0.1162
C 0.1751 -0.9124 -0.2189
C -0.9368 -1.8572 -0.5224
C -2.2653 -1.3693 0.1371
C -2.5504 0.0209 -0.3355
C -1.5876 0.8178 0.4439
C -0.0781 0.4049 -0.0742
H -0.8751 2.7535 -0.9673
H 0.6919 2.8490 1.0845
H 1.5561 3.5780 -1.1518
H 3.2576 1.3041 0.3656
H 3.5692 -2.2848 0.2803
H 3.9796 -0.9445 1.3064
H -1.1494 -1.9657 -1.6238
H -0.5464 -2.9330 -0.1289
H -2.4300 -1.1956 1.2858
H -2.9814 -2.1738 -0.0092
H -3.4297 0.0263 0.2808
H -2.6872 0.1598 -1.3833
H -1.6299 2.0949 0.3851
H -1.5655 0.3371 1.8479
N 3.6295 -1.2447 -0.0522
N 1.4205 -1.5283 -0.1427

(ii)
This record from OMol25 describes a single C10H14N2 molecule. The level of theory is ωB97M-V with the def2-TZVPD basis set.

## Properties
LUMO = 0.914 eV
HOMO-LUMO gap = 8.21 eV
Multiplicity = 1
SMILES string = C=C(C)N(C)c1ccccc1N

Atoms and positions in Å:
C -1.5293 1.8333 -2.3528
C -1.8227 0.5055 -2.4359
C -0.7062 2.3229 -1.3311
C -1.2684 -0.3284 -1.4781
C -0.0115 1.4340 -0.5127
C -0.3249 0.0089 -0.5500
C 0.4961 -0.6404 1.5719
C -0.1784 0.3591 2.1692
C 1.5360 -1.4701 2.2450
C 0.4791 -2.2262 -0.2957
N 1.0877 1.8909 0.1480
N 0.3269 -0.9216 0.2256
H -1.7878 2.5157 -3.1008
H -2.5234 0.0915 -3.1039
H -0.3193 3.3570 -1.4439
H -1.6849 -1.3206 -1.4958
H 1.4289 1.4269 0.9281
H -0.0800 0.5564 3.2498
H -0.9885 0.8246 1.7470
H 0.9798 -2.3577 2.5178
H 1.8675 -1.0886 3.1796
H 2.3096 -1.7288 1.5581
H 0.5818 -2.2399 -1.4082
H 1.3310 -2.6600 0.2001
H -0.4182 -2.9982 -0.1729
H 1.2189 2.8537 -0.0586

Which is most stable? The ranking, best first, is (ii), (i).

(i)
This record from OMol25 describes a single C15H23N3O4 molecule. The level of theory is ωB97M-V with the def2-TZVPD basis set.

## Properties
LUMO = 0.622 eV
HOMO-LUMO gap = 9.44 eV
Multiplicity = 1
SMILES string = NCCCC[C@H](NC(=O)[C@@H](N)Cc1ccc(O)cc1)C(=O)O

Atoms and positions in Å:
C -3.1836 -1.4675 -0.2002
C -1.7044 -1.5495 0.2568
C -3.9060 -0.3238 0.5390
C -3.1199 0.9650 0.4307
C -3.0662 1.6639 -0.7755
C -2.2594 1.3405 1.4613
C -2.1071 2.6393 -0.9890
C -1.2955 2.3245 1.2609
C -1.1782 2.9254 0.0153
C 0.6171 -0.8222 -0.1894
C 0.9882 0.6502 -0.2858
C 1.5037 -1.7286 -1.0650
C 2.9232 -1.9931 -0.5449
C 3.8194 -0.7483 -0.4364
C 4.0900 -0.3187 1.0133
H -3.5426 -3.4427 -0.5816
H -3.6932 -3.0121 0.9863
H -3.2142 -1.2472 -1.2794
H -4.9088 -0.2427 0.1156
H -4.0177 -0.6150 1.5911
H -3.7632 1.4093 -1.5805
H -2.3129 0.8172 2.4141
H -2.0165 3.1623 -1.9328
H -0.5823 2.5543 2.0554
H 0.5512 3.6665 0.3791
H -1.1033 -0.4097 -1.3425
H 0.6880 -1.0915 0.8653
H 1.5451 -1.2958 -2.0721
H 0.9769 -2.6824 -1.1472
H 3.3591 -2.7346 -1.2247
H 2.8442 -2.4913 0.4360
H 4.7752 -0.9347 -0.9476
H 3.3569 0.0893 -0.9885
H 4.7291 -1.0684 1.5054
H 3.1566 -0.2952 1.5712
H 5.5333 1.0485 0.5762
H 4.0594 1.7047 0.8182
H 0.7819 2.1434 -1.4105
N -3.8981 -2.7116 0.0324
N -0.7846 -0.9581 -0.5583
N 4.7033 0.9923 1.1512
O -1.4095 -2.1211 1.2998
O -0.1017 3.7184 -0.3317
O 1.4656 1.3191 0.5999
O 0.7015 1.1717 -1.4910

(ii)
This record from OMol25 describes a single C15H23N3O4 molecule. The level of theory is ωB97M-V with the def2-TZVPD basis set.

## Properties
LUMO = 0.357 eV
HOMO-LUMO gap = 9.13 eV
Multiplicity = 1
SMILES string = NCCCC[C@H](N)C(=O)N[C@@H](Cc1ccc(O)cc1)C(=O)O

Atoms and positions in Å:
C 0.6393 1.0664 0.3980
C 1.1659 -0.4759 0.1537
C 1.1579 1.5883 1.7132
C 0.7078 3.0698 1.8405
C 1.2352 3.5302 3.1594
C 2.8642 3.3303 3.4843
C 0.2299 -2.7662 -0.3239
C 1.3603 -3.0899 -1.5683
C -1.2269 -3.2727 -0.3698
C -2.1324 -2.5589 -1.2952
C -2.0248 -3.0743 -2.6664
C -3.0364 -1.4091 -1.0475
C -2.5678 -2.4082 -3.8645
C -3.5726 -0.8457 -2.3274
C -3.5468 -1.3705 -3.6343
H -0.9854 1.9823 -0.0174
H -1.2736 0.6097 1.0001
H 1.1376 1.5883 -0.3732
H 0.9199 0.9234 2.5506
H 2.3588 1.6670 1.6658
H -0.1653 3.5346 1.5482
H 1.2430 3.5882 0.8180
H 0.7678 2.7849 3.8252
H 0.8495 4.5113 3.6329
H 3.0437 3.5993 4.6099
H 3.5894 2.3492 3.3917
H 4.7784 4.3109 2.9723
H 3.1332 4.9873 2.2421
H -0.4642 -0.9646 -0.9591
H 0.7903 -3.2447 0.5676
H -1.0479 -4.2640 -0.6818
H -1.7504 -3.5866 0.5489
H -1.1847 -3.9322 -2.6033
H -2.9727 -0.7618 -0.0742
H -2.1974 -2.6764 -4.8706
H -4.7518 -0.4027 -2.2857
H -4.3944 -1.6164 -5.3994
H 2.5543 -2.1160 -0.2785
N -0.6743 1.1120 0.2320
N 3.7281 4.0778 2.4383
N 0.2935 -1.3261 -0.3855
O 2.2433 -0.7012 0.6733
O 1.1235 -3.6399 -2.7225
O -4.4560 -0.9847 -4.6123
O 2.5112 -2.7225 -1.1053

Which is most stable? The ranking, best first, is (i), (ii).

(i)
This record from OMol25 describes 2 unconnected molecules or ions with the total composition C2H3Br2N3. The level of theory is ωB97M-V with the def2-TZVPD basis set.

## Properties
LUMO = -0.922 eV
HOMO-LUMO gap = 9.67 eV
Multiplicity = 1
SMILES string = Brn1cnnc1.Br

Atoms and positions in Å:
C -0.5131 -0.1867 -0.8486
C 1.3103 -0.0589 0.3191
N 0.3584 0.4202 -1.5264
N 1.6137 0.3901 -0.8651
N -0.0162 -0.5459 0.4275
Br 1.4035 2.0028 2.9081
Br -0.8328 -1.3778 1.8844
H 1.1819 0.7197 2.0298
H -1.6193 -0.0907 -1.0261
H 1.9810 -0.0955 1.1193

(ii)
This record from OMol25 describes 2 unconnected molecules or ions with the total composition C2H3Br2N3. The level of theory is ωB97M-V with the def2-TZVPD basis set.

## Properties
LUMO (spin up / spin down) = -2.154 / -2.918 eV
HOMO-LUMO gap (spin up / spin down) = 6.49 / 4.96 eV
Multiplicity = 1

Atoms and positions in Å:
C -0.8976 0.2190 0.7865
C 0.2928 0.0594 -1.0933
N -0.6887 1.4830 0.1737
N 0.0083 1.3387 -0.8849
N -0.2694 -0.7081 -0.1424
Br 3.1939 0.2388 0.2765
Br -0.1111 -2.5116 0.1074
H -0.4165 0.1931 1.7760
H -1.9652 0.0079 0.9246
H 0.8535 -0.3202 -1.9241

Which is most stable? The ranking, best first, is (i), (ii).